# 1
# C27H24CuN2S2

C27H24CuN2S2 as an isolated structure (ωB97M-V/def2-TZVPD, the Open Molecules 2025 dataset).

Geometry as XYZ:
```
56
Properties=species:S:1:pos:R:3:forces:R:3
Cu -1.476226 -0.626876 1.387967 -0.41 0.02 0.29
C 2.917746 0.125729 -4.097341 -0.01 -0.02 0.01
C 2.086807 -1.086604 -3.653369 -0.01 0.00 -0.02
C 0.616893 -0.802281 -3.965243 0.02 0.00 0.01
C 2.519516 -2.320345 -4.457746 0.00 0.01 0.01
C 2.316991 -1.338616 -2.163474 -0.02 0.00 -0.01
C 3.615987 -1.632863 -1.708313 0.02 0.00 0.03
C 3.897929 -1.858752 -0.374309 0.02 0.00 -0.04
C 2.855098 -1.788525 0.541588 -0.07 0.02 0.04
S 2.848708 -1.983092 2.268176 -0.04 -0.01 -0.01
C 1.111988 -1.672634 2.279416 0.06 0.01 -0.09
N 0.609455 -1.457771 1.107184 -0.04 0.09 -0.08
C 1.555170 -1.503390 0.110422 0.17 -0.08 0.01
C 1.288172 -1.279091 -1.240302 -0.03 0.01 0.00
C 0.304503 -1.587633 3.496208 -0.10 0.02 0.12
C 0.829546 -1.986921 4.729226 0.03 0.01 -0.05
C 0.054551 -1.878056 5.867495 0.01 -0.01 0.04
C -1.238841 -1.370665 5.752575 -0.02 0.02 -0.04
C -1.741119 -0.984854 4.516569 0.03 -0.02 0.08
C -1.000899 -1.069329 3.325651 0.04 -0.01 -0.37
H 2.756430 0.325385 -5.159727 0.00 0.00 0.00
H 3.984819 -0.040827 -3.942320 0.00 0.01 0.00
H 2.628478 1.013588 -3.532427 0.00 0.01 0.00
H 0.497969 -0.637264 -5.038271 0.00 0.00 0.00
H 0.260774 0.088824 -3.446367 -0.01 0.00 0.00
H -0.024195 -1.637260 -3.679296 -0.01 0.00 0.00
H 2.360175 -2.148831 -5.525289 0.00 0.00 0.00
H 1.937467 -3.194187 -4.159768 0.00 0.00 0.00
H 3.575228 -2.550087 -4.306850 0.00 0.00 0.00
H 4.431197 -1.681798 -2.419994 0.00 0.00 0.00
H 4.909297 -2.078698 -0.056475 0.00 0.00 0.00
H 0.263045 -1.060852 -1.510327 0.00 0.00 -0.01
H 1.837576 -2.387889 4.797880 0.00 0.00 0.01
H 0.444251 -2.184952 6.830745 0.00 0.00 0.00
H -1.857261 -1.279995 6.640496 0.00 0.00 0.01
H -2.756720 -0.601939 4.477779 0.00 0.00 -0.01
C 0.480701 1.908366 1.831085 -0.02 0.00 0.00
C -0.784454 2.372192 1.172752 -0.10 -0.04 -0.02
C -1.072025 3.748158 1.033441 0.00 0.06 -0.03
C -2.242078 4.129509 0.447059 0.03 0.01 0.01
C -3.149819 3.157277 -0.025224 0.04 -0.13 0.02
C -4.369242 3.498896 -0.649284 -0.06 0.01 -0.03
C -5.190369 2.493493 -1.087980 0.01 0.05 0.01
C -4.840041 1.146155 -0.930384 0.05 -0.01 0.02
C -3.655217 0.746415 -0.323393 -0.08 0.00 -0.07
S -3.237865 -0.919054 -0.153182 0.21 -0.17 0.11
C -2.790920 1.795710 0.149486 -0.03 0.21 -0.06
N -1.624294 1.451161 0.753069 0.26 -0.07 0.13
H 1.125836 2.748203 2.090418 0.00 0.00 0.01
H 1.022968 1.229673 1.171032 0.01 0.02 -0.01
H 0.232993 1.339666 2.731262 0.02 -0.01 0.00
H -0.359900 4.479664 1.394339 -0.01 0.00 0.00
H -2.492162 5.178814 0.330650 0.01 0.01 0.01
H -4.632607 4.543427 -0.768237 0.00 0.00 0.00
H -6.132137 2.735727 -1.568298 0.00 0.01 0.00
H -5.509886 0.375905 -1.290788 0.01 -0.02 0.00
```
Positions in Å, forces in eV/Å.

The lowest unoccupied orbital energy comes out at 2.50 eV. As for the HOMO energy: -3.2 eV. As for the charge: -1.

---

# 2
# C27H24F10N4PtS2

C27H24F10N4PtS2 as an isolated structure (ωB97M-V/def2-TZVPD, the Open Molecules 2025 dataset).

Geometry as XYZ:
```
68
Properties=species:S:1:pos:R:3:forces:R:3
Pt 0.418418 0.497760 0.485834 -0.27 0.43 -0.25
C 1.848936 -2.396066 0.040866 0.03 0.05 0.04
N 0.677970 -1.657898 -0.418900 -0.04 0.00 0.01
C 0.812750 -1.332298 -1.844705 -0.02 -0.08 0.02
C 1.918954 -0.299007 -2.099227 -0.11 0.04 0.15
N 2.051910 0.642856 -0.987914 0.32 0.04 -0.14
C 2.543276 1.899053 -1.278435 -0.32 -0.25 -0.08
C 3.387533 2.536027 -0.361799 0.05 0.13 0.23
F 3.756498 1.879525 0.759210 0.08 -0.02 -0.09
C 3.831269 3.836037 -0.488797 0.05 -0.03 0.04
F 4.619678 4.373436 0.448039 0.00 -0.02 0.02
C 3.468686 4.586785 -1.589226 0.03 0.11 0.02
F 3.893700 5.848075 -1.730619 0.00 -0.02 0.00
C 2.645485 4.008498 -2.531779 -0.06 0.00 -0.07
F 2.244655 4.727278 -3.589398 0.03 -0.04 0.03
C 2.192735 2.711574 -2.371785 -0.01 0.03 -0.11
F 1.331086 2.276501 -3.310777 -0.02 -0.08 0.03
C -0.579490 -2.310729 -0.059731 0.11 0.00 -0.05
C -0.871682 -2.131395 1.420907 -0.08 0.11 0.03
N -0.977010 -0.714586 1.752021 -0.01 -0.21 0.19
C -1.464782 -0.358055 2.964119 0.05 -0.04 -0.23
C -1.968786 0.960414 3.118162 -0.03 0.15 -0.04
F -2.142501 1.734333 2.054765 -0.05 -0.22 0.24
C -2.380804 1.444484 4.339955 -0.05 0.07 -0.02
F -2.861608 2.681691 4.447789 0.04 -0.10 0.00
C -2.341466 0.625952 5.459715 -0.08 0.02 0.14
F -2.736405 1.090729 6.640633 0.07 -0.04 -0.14
C -1.912793 -0.687992 5.343129 -0.08 -0.03 0.03
F -1.885137 -1.470098 6.421716 -0.06 0.07 -0.09
C -1.500641 -1.172683 4.123869 -0.06 -0.11 0.00
F -1.080556 -2.441341 4.089280 -0.13 0.13 -0.03
H 1.943216 -3.352349 -0.489799 0.01 -0.01 0.00
H 1.782548 -2.596859 1.109243 0.00 0.00 -0.03
H 2.737504 -1.793458 -0.146444 -0.01 -0.02 0.01
H -0.147967 -0.944850 -2.181527 0.01 0.06 0.03
H 1.027686 -2.242589 -2.422192 -0.03 0.00 -0.02
H 1.662753 0.162268 -3.051994 0.04 0.08 -0.08
H 2.872211 -0.821748 -2.264607 0.02 0.00 0.08
H -0.561454 -3.384834 -0.290061 0.01 0.00 -0.03
H -1.377189 -1.851161 -0.644912 0.00 0.02 0.00
H -0.078279 -2.582346 2.022999 0.02 -0.02 0.01
H -1.794393 -2.659526 1.676656 -0.01 0.02 0.01
C -1.769195 3.954599 -1.915249 0.00 -0.07 0.04
C -1.031206 3.069074 -0.939450 0.05 0.23 0.07
S -1.179839 1.406640 -1.170459 0.08 -0.16 0.10
C -0.304439 3.664118 0.101480 -0.10 0.13 -0.21
C -0.272239 5.171086 0.212504 -0.06 -0.09 0.03
S 0.523276 2.800454 1.285550 0.12 -0.21 0.06
H -2.118953 3.376959 -2.766872 -0.02 -0.01 0.01
H -1.129093 4.757200 -2.283695 0.02 -0.01 -0.02
H -2.635525 4.420275 -1.436830 0.02 0.01 0.01
H -1.276111 5.565299 0.392535 0.01 0.01 -0.02
H 0.095518 5.630166 -0.707288 0.03 -0.02 0.00
H 0.370852 5.483716 1.031266 0.00 -0.02 0.01
N 2.164238 0.126104 2.303945 0.41 0.04 0.11
C 1.887769 -0.302559 3.620844 -0.18 0.03 -0.29
C 2.000499 -1.641556 3.982506 0.03 0.00 0.06
C 1.630527 -2.052989 5.255840 0.04 0.05 0.02
C 1.135138 -1.140926 6.177172 0.14 0.00 0.00
C 1.023939 0.196340 5.813188 0.13 0.02 -0.04
C 1.393058 0.616698 4.544628 -0.05 0.04 0.09
H 2.476015 1.091235 2.261314 -0.07 -0.10 0.01
H 2.853323 -0.427260 1.806901 -0.07 -0.04 0.10
H 2.391438 -2.359039 3.269937 0.02 -0.01 0.02
H 1.727213 -3.096687 5.527230 0.00 0.01 -0.01
H 0.845213 -1.465268 7.167888 0.01 0.01 -0.03
H 0.645842 0.920684 6.524746 0.01 0.01 0.00
H 1.293640 1.658396 4.256811 0.01 -0.01 0.01
```
Positions in Å, forces in eV/Å.

As for the spin multiplicity: 5. The lowest unoccupied orbital energy (spin up / spin down) comes out at 0.10 / -2.33 eV. As for the HOMO energy (spin up / spin down): -6.4 / -7.2 eV. Its relative energy (zero: lowest compared OMol25 entry of this formula, charge and spin) is 0.110 eV.

---

# 3
# C27H24F3N3O4

One molecule with the formula C27H24F3N3O4 (ωB97M-V/def2-TZVPD, the Open Molecules 2025 dataset).

Geometry as XYZ:
```
61
Properties=species:S:1:pos:R:3:forces:R:3
C 6.298001 0.539017 1.411487 -0.06 0.00 -0.24
C 5.714406 0.630819 0.005543 0.62 0.09 0.22
N 4.314302 0.252279 -0.001696 -0.11 0.15 -0.09
C 3.351688 1.170971 0.207812 -0.42 0.01 0.01
C 2.025639 0.883181 0.279342 -0.15 -0.02 0.05
C 1.038850 1.964891 0.534554 -0.03 -0.25 0.40
O 0.100831 1.877464 1.279457 0.31 0.02 -0.07
O 1.351879 3.062176 -0.177530 0.29 0.11 -0.20
C 0.372625 4.103664 -0.245739 -0.21 0.26 -0.12
C -0.684656 3.589707 -1.246618 0.26 0.16 0.20
O -0.478988 3.664250 -2.438459 0.09 0.06 -0.02
C -1.784099 2.883526 -0.619914 -0.77 -0.54 -0.25
C -2.490965 3.241910 0.563680 -0.12 -0.19 -0.11
C -3.346070 2.225133 0.858484 0.05 0.43 0.43
C -4.303999 2.083496 1.987073 -0.03 -0.01 -0.11
N -3.164126 1.232219 -0.083018 0.13 0.35 -0.07
C -3.740437 -0.048288 -0.023591 -0.36 -0.66 0.00
C -2.924453 -1.166545 0.129237 -0.07 0.17 0.03
C -3.491128 -2.426223 0.197978 -0.05 -0.04 -0.05
C -4.864829 -2.587806 0.125528 -0.12 0.14 -0.02
C -5.671313 -1.467538 -0.017784 -0.04 -0.05 0.07
C -7.162251 -1.611050 -0.123353 -0.33 0.00 -0.13
F -7.820720 -0.635124 0.525569 0.11 0.19 0.11
F -7.588054 -1.556417 -1.402071 0.13 0.03 -0.14
F -7.618909 -2.770404 0.371519 0.17 -0.20 0.10
C -5.119286 -0.197000 -0.100944 0.16 -0.12 -0.02
C -2.234509 1.628772 -0.994639 0.45 0.48 -0.35
C -1.777993 0.767444 -2.113177 0.10 -0.08 -0.02
C 1.535007 -0.473912 0.072996 0.23 0.14 0.01
O 0.355021 -0.789334 0.008670 -0.05 -0.07 0.04
C 2.617285 -1.450386 -0.102977 0.27 -0.11 0.01
C 2.339604 -2.813141 -0.252737 0.24 0.04 -0.02
C 3.372271 -3.706563 -0.413735 -0.18 0.15 0.03
C 4.687262 -3.223693 -0.423577 -0.12 0.04 0.01
C 5.847304 -4.149577 -0.593226 0.02 -0.04 -0.01
N 4.964998 -1.941473 -0.284326 0.26 0.17 0.03
C 3.968761 -1.069525 -0.129578 -0.63 -0.63 -0.07
H 6.232778 -0.484077 1.771842 0.01 -0.08 0.06
H 7.341833 0.838845 1.398771 0.13 0.03 0.05
H 5.755793 1.187797 2.095893 -0.02 0.07 0.09
H 5.797692 1.649316 -0.379092 -0.07 -0.10 -0.05
H 6.242307 -0.055601 -0.658049 -0.07 0.24 0.02
H 3.690792 2.190264 0.329128 0.07 0.03 -0.06
H -0.050960 4.287359 0.743458 0.07 0.03 -0.09
H 0.898921 4.975148 -0.636434 -0.11 -0.10 0.03
H -2.400519 4.164472 1.101642 -0.01 0.15 0.22
H -4.230595 1.092512 2.433052 -0.05 -0.03 0.11
H -5.333898 2.234585 1.661590 -0.09 -0.03 0.07
H -4.075492 2.826867 2.745608 0.00 0.02 0.06
H -1.855752 -1.035520 0.206574 0.13 0.04 0.01
H -2.858115 -3.291507 0.317691 0.08 -0.07 0.02
H -5.310136 -3.568648 0.186060 -0.03 -0.07 0.02
H -5.755726 0.665147 -0.228109 -0.02 0.11 -0.01
H -2.611895 0.213904 -2.542049 -0.02 -0.04 -0.09
H -1.035825 0.050944 -1.757914 0.00 -0.09 -0.04
H -1.322610 1.386907 -2.880834 -0.04 0.00 -0.03
H 1.306486 -3.127221 -0.236847 -0.08 0.00 0.00
H 3.186133 -4.762542 -0.530902 -0.02 -0.11 -0.01
H 5.843115 -4.905069 0.190383 0.04 -0.09 0.03
H 5.780136 -4.660964 -1.551956 0.04 -0.08 -0.06
H 6.776586 -3.589815 -0.549721 0.03 -0.01 0.00
```
Positions in Å, forces in eV/Å.

Its structure (SMILES) is CCn1cc(C(=O)OCC(=O)c2cc(C)n(-c3cccc(C(F)(F)F)c3)c2C)c(=O)c2ccc(C)nc21. The lowest unoccupied orbital energy comes out at -0.09 eV. As for the HOMO energy: -7.8 eV.

---

| no. | DFT total energy (hartree) |
| --- | --- |
| 1 | -3589.77336 |
| 2 | -3176.49625 |
| 3 | -1808.18110 |